[1]
A structure of composition C18H26Br2Cl3N3O4RbS2. Source: OMol25; level of theory: ωB97M-V/def2-TZVPD.

The calculation puts the lowest unoccupied orbital energy at 1.68 eV. The HOMO energy comes out at -3.994 eV. The total charge is -1. As for the HOMO-LUMO gap: 5.672 eV. For the total energy, the calculation gives -8515.95505 a.u. For the energy above the lowest of the compared OMol25 structures with the same formula, charge and spin, the calculation gives 0.0 kcal/mol.

Atoms and positions in Å:
Rb (-1.13242, 0.63206, 0.02783)
Br (2.55125, 0.50441, -1.13051)
C (2.67822, -1.40510, -0.87140)
Br (0.93368, -2.23656, -0.94370)
H (3.10354, -1.58038, 0.10851)
H (3.29318, -1.81586, -1.66181)
C (1.02357, 6.66791, 4.08458)
C (0.50472, 7.56112, 2.95259)
C (-0.65845, 8.40303, 3.48766)
C (1.62553, 8.53446, 2.55696)
C (0.04027, 6.71899, 1.71975)
O (-0.18027, 7.66298, 0.67418)
C (-1.22619, 5.87336, 2.00700)
C (-2.56888, 6.50280, 1.61760)
C (-2.94845, 6.35980, 0.16380)
C (-3.28061, 5.10334, -0.34324)
C (-3.65947, 4.95407, -1.66693)
C (-3.70000, 6.06448, -2.49316)
Cl (-4.16801, 5.87028, -4.16870)
C (-3.37806, 7.32362, -2.01827)
C (-3.00914, 7.45858, -0.68684)
C (1.19566, 5.78178, 1.32389)
N (0.87446, 4.91276, 0.20235)
C (1.00772, 3.58549, 0.18135)
N (0.41566, 3.09439, -0.89923)
C (-0.07116, 4.19277, -1.51642)
N (0.19458, 5.32389, -0.88945)
H (1.17532, 7.27854, 4.97753)
H (1.98578, 6.21542, 3.83941)
H (0.33455, 5.85984, 4.33658)
H (-0.28882, 9.05576, 4.28251)
H (-1.45047, 7.78461, 3.90928)
H (-1.07931, 9.03129, 2.70383)
H (1.90771, 9.13205, 3.42675)
H (1.29829, 9.20423, 1.76417)
H (2.52351, 8.01638, 2.21804)
H (-0.35331, 7.15795, -0.13686)
H (-1.24853, 5.63803, 3.07250)
H (-1.15695, 4.88920, 1.53922)
H (-2.60447, 7.55582, 1.89371)
H (-3.33691, 5.98792, 2.20261)
H (-3.21703, 4.23795, 0.30820)
H (-3.92180, 3.98160, -2.06436)
H (-3.41406, 8.17903, -2.67902)
H (-2.73633, 8.43481, -0.30389)
H (1.39762, 5.09733, 2.14911)
H (2.08664, 6.36204, 1.08136)
H (1.45233, 3.01750, 0.98160)
H (-0.68583, 4.17942, -2.40076)
Cl (-3.12295, -2.11934, 0.30059)
C (-4.04495, -0.76865, 1.04188)
Cl (-4.57320, 0.42309, -0.15543)
H (-3.40576, -0.27680, 1.78539)
H (-4.93456, -1.22222, 1.46155)
O (-2.01610, 2.79578, 1.46652)
S (-1.78618, 2.20199, 2.81350)
O (-1.84536, 0.71559, 2.65576)
O (-2.74470, 2.67776, 3.79362)
S (0.12461, 2.65786, 3.34562)

Here are the Löwdin charges for atoms 1 to 8, given in e: 0.70 0.62 -1.04 0.57 0.00 0.00 -0.05 -0.52

---

[2]
An isolated molecule of C18H26ClN5S at a distorted geometry. Source: OMol25; level of theory: ωB97M-V/def2-TZVPD.

The calculation puts the lowest unoccupied orbital energy at 0.56 eV. The HOMO energy comes out at -8.254 eV. As for the HOMO-LUMO gap: 8.817 eV. For the total energy, the calculation gives -1833.66717 a.u. For the energy above the lowest of the compared OMol25 structures with the same formula, charge and spin, the calculation gives 0.0 kcal/mol. The SMILES is CCn1c(CNc2ccccc2Cl)nnc1SCCN1CCCCC1.

Atoms and positions in Å:
C (2.77973, 2.05945, 1.67661)
C (2.45099, 2.81855, 0.39500)
N (1.59748, 2.04512, -0.46761)
C (1.91651, 1.24917, -1.53480)
C (3.29087, 1.07191, -2.08693)
N (4.23705, 0.69434, -1.06287)
C (4.25750, -0.55624, -0.49411)
C (3.20690, -1.46840, -0.62048)
C (3.25095, -2.69090, 0.02239)
C (4.33598, -3.04278, 0.80599)
C (5.39141, -2.15630, 0.94477)
C (5.34561, -0.93624, 0.30374)
Cl (6.68440, 0.16673, 0.48821)
N (0.84167, 0.68606, -2.00905)
N (-0.20913, 1.08348, -1.27500)
C (0.24526, 1.88968, -0.35249)
S (-0.69613, 2.70202, 0.85772)
C (-2.31839, 1.99710, 0.44867)
C (-2.46001, 0.57503, 0.98340)
N (-3.68061, -0.00616, 0.46227)
C (-4.34625, -0.90887, 1.38149)
C (-5.72639, -1.26897, 0.83784)
C (-5.59777, -1.92310, -0.53334)
C (-4.81409, -0.99508, -1.45516)
C (-3.47015, -0.65469, -0.82156)
H (1.86743, 1.84431, 2.22744)
H (3.43035, 2.66369, 2.30185)
H (3.28239, 1.12325, 1.44659)
H (3.36545, 3.05402, -0.15293)
H (1.92546, 3.74762, 0.63739)
H (3.62485, 2.01879, -2.52229)
H (3.22040, 0.32788, -2.89167)
H (5.13913, 1.14658, -1.09011)
H (2.35177, -1.21481, -1.22531)
H (2.42464, -3.37556, -0.09431)
H (4.36749, -3.99745, 1.30647)
H (6.24938, -2.41051, 1.54780)
H (-2.40311, 2.01814, -0.63539)
H (-3.05973, 2.65829, 0.89402)
H (-2.50423, 0.60978, 2.07537)
H (-1.57274, -0.01025, 0.69493)
H (-4.45339, -0.40589, 2.34640)
H (-3.76097, -1.83449, 1.53890)
H (-6.31496, -0.35467, 0.74824)
H (-6.23060, -1.93787, 1.53780)
H (-6.58594, -2.12981, -0.94850)
H (-5.06689, -2.87345, -0.43598)
H (-4.65201, -1.46460, -2.42656)
H (-5.37698, -0.07268, -1.60592)
H (-2.90471, 0.01803, -1.46785)
H (-2.87587, -1.57926, -0.70108)

Here are the Löwdin charges for atoms 1 to 8, given in e: -0.06 -0.20 -0.01 -0.32 -0.11 0.00 -0.30 -0.02

---

[3]
A structure of composition C18H26CoN3O4SSi. Source: OMol25; level of theory: ωB97M-V/def2-TZVPD.

The calculation puts the lowest unoccupied orbital energy (alpha / beta) at -3.90 / -3.89 eV. The HOMO energy (alpha / beta) comes out at -10.049 / -10.031 eV. The total charge is +1. As for the HOMO-LUMO gap (alpha / beta): 6.145 / 6.143 eV. The spin multiplicity is 2. For the total energy, the calculation gives -3237.11096 a.u. As for the expectation value of S²: 0.76. For the energy above the lowest of the compared OMol25 structures with the same formula, charge and spin, the calculation gives 6.1 kcal/mol.

Atoms and positions in Å:
Co (0.21435, 0.50727, -0.09490)
O (-3.33582, -0.01537, -2.38740)
C (-2.28152, 0.18220, -1.61012)
O (-1.13327, 0.18987, -1.98046)
C (-2.66110, 0.41619, -0.16614)
C (-3.95599, 0.36692, 0.32215)
C (-4.14882, 0.61788, 1.67070)
C (-3.05815, 0.94035, 2.46729)
C (-1.79748, 0.97554, 1.89407)
N (-1.61825, 0.68802, 0.60680)
C (-0.50527, 1.35064, 2.60206)
O (-0.57449, 1.82923, 3.83516)
O (0.55689, 1.23306, 2.04606)
H (-3.02884, -0.17878, -3.29519)
H (-4.77630, 0.12515, -0.33733)
H (-5.14063, 0.57396, 2.09889)
H (-3.21046, 1.15172, 3.51741)
H (-1.48010, 1.92580, 4.15421)
C (3.32266, 1.84429, -1.63354)
C (3.24977, 0.49858, -0.98023)
C (4.36927, -0.29389, -0.83336)
C (4.23604, -1.54401, -0.22861)
C (3.01014, -2.00054, 0.19268)
C (1.89537, -1.17326, -0.01625)
N (2.05229, 0.05869, -0.57016)
N (0.58554, -1.36540, 0.27251)
Si (-0.21883, -2.90320, 0.19817)
C (0.52034, -4.15577, 1.36448)
C (-0.14589, -3.53987, -1.55682)
C (-2.00986, -2.63048, 0.68150)
H (3.86459, 2.55376, -1.00658)
H (2.31973, 2.21987, -1.82196)
H (3.85257, 1.77587, -2.58332)
H (5.32692, 0.05718, -1.18985)
H (5.11225, -2.16506, -0.08979)
H (2.90020, -2.95390, 0.68499)
H (1.48867, -4.52214, 1.02219)
H (-0.14120, -5.02388, 1.43048)
H (0.64164, -3.75121, 2.37140)
H (0.81457, -4.01767, -1.76245)
H (-0.25753, -2.70628, -2.25507)
H (-0.92719, -4.27286, -1.77071)
H (-2.10187, -1.96687, 1.54555)
H (-2.47052, -3.58366, 0.94982)
H (-2.59761, -2.22242, -0.14370)
C (1.39554, 4.01133, 0.06826)
S (-0.05356, 2.99188, -0.22421)
C (-0.67999, 3.71072, -1.74584)
H (1.07346, 5.01970, 0.32011)
H (2.04387, 4.03362, -0.80171)
H (1.92901, 3.57739, 0.91208)
H (0.02291, 3.57081, -2.56539)
H (-0.86844, 4.77085, -1.58900)
H (-1.61962, 3.21817, -1.98893)

Here are the Löwdin charges for atoms 1 to 8, given in e: 0.43 0.16 -0.45 0.11 -0.17 0.05 0.01 0.04